No. 1
Entry from the Open Molecules 2025 dataset: one molecule with the formula C2H3N3O2 (ωB97M-V with the def2-TZVPD basis set).

```
10
Properties=species:S:1:pos:R:3:mulliken_charge:R:1
N -1.823 0.204 -0.029 -0.5347
C -0.477 -0.159 0.194 0.3078
N -0.025 -1.357 0.338 -0.3346
O 1.363 -1.252 0.193 -0.1518
C 1.725 0.043 -0.061 0.5381
O 2.843 0.419 -0.279 -0.5478
N 0.536 0.747 -0.007 -0.0736
H -2.107 -0.261 -0.883 0.2883
H -2.423 -0.143 0.712 0.3041
H 0.437 1.736 -0.175 0.2042
```

Results
- HOMO: -9.9 eV
- Relative energy (zero: lowest compared OMol25 entry of this formula, charge and spin): 119.98 kJ/mol
- Charge: 0
- Calculated total energy: -10687.2132 eV
- Orbital gap: 10.399 eV

---

No. 2
Entry from the Open Molecules 2025 dataset: C2H3N3O2 as an isolated structure in a non-equilibrium geometry (ωB97M-V with the def2-TZVPD basis set).

```
10
Properties=species:S:1:pos:R:3:mulliken_charge:R:1
C -0.704 -1.041 0.434 -0.0326
O -0.525 1.589 0.210 -0.4575
N 0.683 0.795 0.382 0.0884
N 0.472 -0.390 1.006 -0.2714
N 0.327 -1.246 -0.557 -0.2978
C 0.890 -0.067 -0.945 0.5607
O 1.518 0.267 -1.891 -0.4371
H -0.154 2.480 0.268 0.3573
H -1.547 -0.415 0.165 0.2663
H -0.958 -1.972 0.928 0.2237
```

Results
- HOMO (spin up / spin down): -10.0 / -10.0 eV
- Relative energy (zero: lowest compared OMol25 entry of this formula, charge and spin): 622.17 kJ/mol
- Charge: 0
- Calculated total energy: -10682.0084 eV
- Orbital gap (spin up / spin down): 9.151 / 9.151 eV

---

No. 3
Entry from the Open Molecules 2025 dataset: one molecule with the formula C2H3N3O2 in a non-equilibrium geometry (ωB97M-V with the def2-TZVPD basis set).

```
10
Properties=species:S:1:pos:R:3:mulliken_charge:R:1
C -0.780 -1.565 0.419 0.0139
C 0.786 -0.169 0.545 0.6317
H 0.816 1.698 -1.291 0.2751
H -0.521 2.216 -0.238 0.2503
H -1.200 -2.560 0.369 0.3628
N -0.135 1.522 -0.891 -0.6351
N -0.026 0.317 -0.348 0.6478
N -1.057 -0.676 -0.470 -0.6054
O 0.406 -1.340 1.003 -0.2879
O 1.711 0.555 0.902 -0.6532
```

Results
- HOMO: -9.5 eV
- Relative energy (zero: lowest compared OMol25 entry of this formula, charge and spin): 271.02 kJ/mol
- Charge: 0
- Calculated total energy: -10685.6478 eV
- Orbital gap: 10.322 eV

---

No. 4
Entry from the Open Molecules 2025 dataset: one molecule with the formula C2H3N3O2 in a non-equilibrium geometry (ωB97M-V with the def2-TZVPD basis set).

```
10
Properties=species:S:1:pos:R:3:mulliken_charge:R:1
C 0.117 0.664 0.735 0.5842
C -0.624 -0.765 -0.646 0.4304
H -0.390 2.403 1.647 0.3506
H 1.328 2.092 1.267 0.3479
H 1.441 -1.572 -0.397 0.2647
N 0.362 1.578 1.647 -0.5251
N -0.996 0.247 0.205 -0.4858
N 0.863 -0.855 -0.765 -0.1170
O -1.376 -1.367 -1.419 -0.5474
O 1.260 0.229 0.086 -0.3026
```

Results
- HOMO: -10.1 eV
- Relative energy (zero: lowest compared OMol25 entry of this formula, charge and spin): 251.58 kJ/mol
- Charge: 0
- Calculated total energy: -10685.8493 eV
- Orbital gap: 10.226 eV